(1)
The following is a quantum chemistry calculation of an isolated ion of composition C2H6N3O and charge +1, from the OMol25 dataset.

CARTESIAN COORDINATES (ANGSTROEM)
C  -0.372  -0.296  1.892
C  0.772  0.325  -0.452
N  0.550  -0.492  1.096
N  -1.419  0.444  2.064
N  -0.370  0.325  -1.182
O  -0.982  -0.636  2.979
H  0.984  1.335  -0.005
H  1.637  -0.303  -0.661
H  1.249  -1.289  1.084
H  -2.271  0.145  1.545
H  -1.024  1.040  -1.080
H  -0.355  -0.218  -2.010

Forces on the atoms, in the same order (eV/Å):
1.12 -1.37 -0.32
-0.84 1.65 2.56
3.06 -1.91 -2.22
-3.52 3.11 -0.54
2.08 -1.52 0.08
0.40 -1.46 1.32
0.30 -1.12 -0.62
-0.34 0.54 -1.01
-1.46 1.25 1.14
0.61 0.02 0.40
-0.87 1.31 -0.14
-0.55 -0.49 -0.64

Results
- total charge = +1
- HOMO energy (eV) = -15.3
- orbital gap (eV) = 11.8
- strongest force on any atom (eV/Å) = 4.72
- SMILES = NCNC1=[NH+]O1
- energy relative to the best compared isomer or geometry (same formula, charge and spin) (kcal per mole) = 117.3
- 2S+1 = 1
- LUMO (eV) = -3.5

Atom charges from the Löwdin analysis, given in e for atoms 1 to 4: C -0.50; C -0.08; N 0.20; N 0.24


(2)
The following is a quantum chemistry calculation of C17H28BeBrClF3KN6O6 as an isolated structure, from the OMol25 dataset.

CARTESIAN COORDINATES (ANGSTROEM)
C  1.092  2.262  3.493
C  -0.308  2.700  2.966
C  -0.233  3.911  1.988
N  -1.076  3.739  0.784
C  -0.606  2.653  -0.043
C  0.635  2.747  -0.555
C  1.239  1.669  -1.420
O  2.207  1.825  -2.123
C  0.514  0.315  -1.398
C  1.206  -0.807  -1.887
C  0.557  -2.063  -1.895
C  1.263  -3.346  -2.392
C  2.478  -3.071  -3.260
O  2.524  -3.375  -4.434
F  3.566  -2.501  -2.734
C  -0.768  -2.124  -1.431
C  -1.463  -1.007  -0.926
C  -0.803  0.223  -0.901
C  -1.492  1.463  -0.342
O  -2.699  1.447  -0.118
H  1.585  1.531  2.820
H  0.927  1.742  4.457
H  1.756  3.128  3.654
H  -0.933  3.023  3.824
H  -0.805  1.820  2.496
H  0.843  4.111  1.787
H  -0.644  4.825  2.546
H  -1.081  4.588  0.222
H  1.262  3.627  -0.357
H  2.230  -0.643  -2.245
H  0.537  -4.017  -2.906
H  1.607  -3.888  -1.484
H  -1.316  -3.079  -1.450
H  -2.503  -1.097  -0.575
F  3.367  2.500  -4.073
C  1.243  4.576  6.435
O  0.495  4.729  5.479
N  2.347  5.355  6.632
N  1.046  3.611  7.375
H  2.971  5.247  7.407
H  2.525  6.074  5.958
H  0.245  3.023  7.262
H  1.645  3.471  8.162
K  -4.124  -0.935  0.654
Be  3.789  -2.379  -5.418
Cl  4.570  1.782  -2.561
O  -0.316  -6.089  -3.827
H  0.399  -5.525  -4.142
H  0.139  -6.839  -3.425
Br  -2.067  5.836  3.362
N  -4.419  4.282  1.217
H  -3.375  4.244  1.143
H  -4.717  3.697  1.997
H  -4.701  5.250  1.395
H  -4.842  3.948  0.351
C  -0.870  -9.447  -6.191
O  -0.648  -10.007  -7.246
N  -0.965  -8.088  -6.081
N  -1.046  -10.132  -5.018
H  -1.146  -7.607  -5.221
H  -0.842  -7.554  -6.922
H  -0.983  -11.133  -5.059
H  -1.231  -9.692  -4.137
F  0.215  5.473  8.334

Forces on the atoms, in the same order (eV/Å):
-0.66 -0.31 0.16
0.23 0.34 -0.08
0.57 0.08 1.26
-0.53 -0.78 -0.45
0.08 0.63 0.01
0.36 -0.92 -0.62
-0.84 -0.18 0.26
-1.95 -0.05 1.02
0.18 0.02 0.07
-0.79 -0.02 0.22
0.18 0.69 -0.11
-0.10 0.55 1.06
-0.11 -0.85 -0.72
-0.21 0.06 0.84
-1.12 -0.35 0.47
-0.72 -0.30 0.24
0.88 -0.33 -0.47
0.13 0.62 0.06
0.87 -0.02 0.12
0.08 -0.23 0.15
-0.17 0.43 0.09
0.38 0.37 -0.37
-0.40 -0.39 0.07
0.31 -0.19 -0.42
0.13 0.35 0.10
-0.48 -0.18 -0.50
0.96 -1.48 -1.05
0.15 0.02 0.26
-0.34 -0.42 -0.13
-0.49 -0.11 0.11
0.75 0.70 0.19
-0.03 0.22 -0.50
0.46 0.35 -0.08
1.66 -0.03 -1.00
2.52 -1.25 2.47
-0.57 0.40 0.78
0.28 -0.35 -0.36
0.66 -0.24 -0.70
0.99 -1.86 -1.38
-0.26 0.12 0.19
-0.13 0.05 0.09
-0.15 0.29 0.17
-0.25 0.40 0.20
-0.67 0.45 0.69
0.35 0.29 -0.75
-0.73 1.33 -3.14
0.08 0.08 0.29
-0.02 -0.18 -0.32
0.03 0.03 -0.01
-2.12 0.81 0.06
0.21 0.00 -0.32
0.21 0.10 0.45
0.24 0.20 0.18
0.36 0.05 0.29
0.05 0.01 0.02
-0.02 0.05 -0.17
0.00 -0.02 0.07
-0.02 0.04 -0.05
0.03 -0.19 0.13
0.02 0.09 -0.06
0.00 -0.04 0.02
0.00 0.04 -0.01
-0.04 0.01 -0.04
-0.49 0.99 0.95

Results
- total charge = 0
- HOMO energy (eV) = -4.7
- orbital gap (eV) = 1.2
- strongest force on any atom (eV/Å) = 3.75
- 2S+1 = 1
- LUMO (eV) = -3.5

Atom charges from the Löwdin analysis, given in e for atoms 1 to 4: C -0.12; C -0.25; C -0.34; N -0.03


(3)
The following is a quantum chemistry calculation of a 11-piece molecular cluster, H22O11 overall, from the OMol25 dataset.

CARTESIAN COORDINATES (ANGSTROEM)
H  -1.422  -0.478  0.297
H  -0.185  -1.347  0.142
H  1.345  -3.492  0.940
H  0.647  -2.401  1.735
H  2.886  -1.570  0.162
H  4.314  -1.161  -0.157
H  0.793  1.364  2.593
H  0.556  0.586  3.877
H  3.222  -1.229  -1.926
H  2.464  0.049  -2.248
H  1.532  1.854  -3.303
H  1.047  0.980  -2.157
H  1.874  -0.141  1.021
H  2.856  0.807  0.353
H  -4.045  -1.985  0.570
H  -3.553  -3.128  1.441
H  -2.416  1.877  -1.504
H  -1.777  0.498  -1.519
H  -0.048  4.548  2.209
H  0.270  3.581  1.080
H  -5.384  0.372  -1.782
H  -3.994  -0.047  -1.331
O  -1.115  -1.386  0.394
O  0.898  -2.644  0.837
O  3.447  -0.795  0.048
O  1.251  1.017  3.367
O  2.680  -0.819  -2.609
O  0.765  1.357  -2.998
O  2.009  0.369  0.215
O  -3.298  -2.259  1.113
O  -2.524  0.986  -1.154
O  -0.257  4.362  1.286
O  -4.839  0.271  -0.993

Forces on the atoms, in the same order (eV/Å):
-0.35 0.00 0.18
-0.18 -0.03 -0.27
-0.03 -0.04 -0.12
-0.31 0.01 -0.04
-0.22 -0.09 0.00
0.71 -0.59 0.23
0.02 -0.02 -0.03
0.04 0.05 0.02
-0.23 0.29 -0.09
0.27 -0.47 0.02
-0.14 0.03 -0.11
-0.36 0.08 0.16
-0.16 0.47 -0.01
-0.77 0.03 0.08
-0.06 0.13 0.01
0.00 0.09 -0.02
-0.10 0.01 0.06
0.19 0.06 -0.15
-0.05 0.05 -0.07
-0.05 0.07 -0.10
-0.09 -0.06 0.16
-0.03 0.40 0.17
0.47 0.98 -0.34
1.32 -0.55 0.40
6.10 -4.70 -0.85
-0.10 -0.12 -0.10
0.14 -0.12 -0.38
0.08 0.18 0.15
-5.66 4.91 0.98
-0.74 -0.38 0.23
1.30 0.03 -0.13
0.13 -0.14 0.13
-1.12 -0.56 -0.18

Results
- total charge = 0
- HOMO energy (eV) = -10.0
- orbital gap (eV) = 9.9
- strongest force on any atom (eV/Å) = 7.75
- SMILES = O.O.O.O.O.O.O.O.O.O.O
- energy relative to the best compared isomer or geometry (same formula, charge and spin) (kcal per mole) = 120.3
- 2S+1 = 1
- LUMO (eV) = -0.1

Atom charges from the Löwdin analysis, given in e for atoms 1 to 4: H 0.02; H 0.00; H 0.07; H 0.07


(4)
The following is a quantum chemistry calculation of C35H25ClN3OS4Ti as an isolated structure, from the OMol25 dataset.

CARTESIAN COORDINATES (ANGSTROEM)
Ti  -0.189  -0.313  -1.008
S  2.383  1.338  0.810
C  1.617  2.254  2.097
C  2.485  2.855  3.031
C  2.020  3.687  4.035
C  0.660  3.942  4.157
C  -0.218  3.349  3.264
C  0.232  2.500  2.249
S  -1.020  1.770  1.214
C  -1.632  0.509  2.334
C  -0.868  -0.784  2.263
C  -1.145  -1.757  3.216
C  -0.337  -2.865  3.292
C  0.789  -2.925  2.479
C  1.005  -1.920  1.563
C  2.304  -1.858  0.820
S  2.245  -0.994  -0.759
C  -0.740  -2.349  -1.008
C  0.138  -3.357  -1.474
C  -0.097  -4.712  -1.353
C  -1.278  -5.133  -0.740
C  -2.174  -4.196  -0.269
C  -1.950  -2.794  -0.371
S  -3.172  -1.756  0.342
N  0.138  -0.901  1.389
H  3.548  2.657  2.938
H  2.722  4.132  4.731
H  0.289  4.595  4.938
H  -1.283  3.543  3.332
H  -2.673  0.343  2.078
H  -1.567  0.899  3.349
H  -2.008  -1.636  3.857
H  -0.551  -3.657  4.001
H  1.504  -3.735  2.559
H  2.696  -2.861  0.672
H  3.006  -1.314  1.451
H  1.070  -3.065  -1.939
H  0.629  -5.431  -1.722
H  -1.490  -6.192  -0.628
H  -3.090  -4.510  0.214
Cl  -4.570  5.510  -1.859
C  -3.715  3.980  -1.767
C  -4.451  2.792  -1.750
C  -3.774  1.589  -1.670
C  -2.389  1.554  -1.594
O  -1.762  0.376  -1.438
C  -1.637  2.757  -1.669
C  -0.220  2.727  -1.783
N  0.434  1.549  -1.862
C  1.608  1.377  -2.545
C  2.706  2.199  -2.649
C  3.795  1.819  -3.468
C  3.767  0.682  -4.224
C  2.623  -0.158  -4.182
C  2.445  -1.320  -4.960
C  1.289  -2.040  -4.852
C  0.319  -1.661  -3.908
N  0.460  -0.612  -3.140
C  1.572  0.167  -3.313
C  -2.346  3.975  -1.732
H  -5.532  2.818  -1.789
H  -4.303  0.643  -1.622
H  0.303  3.655  -1.990
H  2.747  3.109  -2.063
H  4.673  2.454  -3.503
H  4.606  0.409  -4.856
H  3.229  -1.630  -5.645
H  1.120  -2.923  -5.456
H  -0.574  -2.247  -3.755
H  -1.796  4.909  -1.757

Forces on the atoms, in the same order (eV/Å):
-0.59 0.13 0.73
0.36 0.41 -0.12
-0.48 -0.01 0.21
-0.02 -0.04 -0.08
0.03 -0.07 -0.09
-0.11 -0.01 -0.02
0.13 -0.03 -0.06
0.41 -0.06 0.07
0.10 0.25 -0.08
-0.02 -0.01 -0.21
0.18 0.04 -0.09
-0.06 -0.06 0.11
0.05 -0.10 0.06
0.02 -0.08 0.09
-0.04 0.12 -0.06
-0.20 -0.16 -0.20
0.21 0.31 0.44
-0.07 -0.76 -0.10
-0.20 0.23 0.15
-0.03 -0.11 0.03
-0.11 0.13 0.07
0.23 0.05 -0.12
0.11 0.15 -0.02
0.31 -0.03 -0.15
-0.11 -0.29 0.04
-0.09 -0.01 0.03
0.00 -0.01 -0.03
0.00 -0.03 -0.04
0.02 -0.01 0.01
-0.13 -0.10 -0.06
-0.05 0.00 0.06
0.04 0.00 -0.03
0.02 0.04 -0.05
-0.06 0.02 -0.01
-0.01 -0.14 -0.07
0.11 0.02 0.05
0.11 0.06 -0.03
-0.04 0.04 0.02
-0.02 0.03 0.00
-0.04 0.00 0.01
0.05 -0.10 0.01
-0.03 -0.07 0.00
-0.07 0.08 -0.02
-0.16 -0.20 0.15
0.18 -0.12 -0.08
-0.91 0.72 -0.05
0.38 -0.12 -0.08
-0.08 -0.41 -0.12
0.28 0.16 0.46
-0.21 0.03 -0.38
0.17 0.05 -0.03
-0.11 0.15 0.11
-0.02 -0.10 -0.07
-0.09 -0.06 -0.02
0.09 -0.07 -0.08
-0.03 -0.10 -0.16
-0.08 -0.15 -0.21
0.57 -0.04 0.08
0.13 0.32 -0.04
0.02 0.12 0.03
0.03 0.02 0.00
0.03 0.04 0.02
0.08 0.02 -0.06
0.02 -0.01 -0.03
-0.06 0.00 0.04
-0.07 0.01 0.02
-0.04 0.02 0.03
-0.01 0.04 0.04
-0.03 -0.11 0.03
-0.02 -0.03 -0.04

Results
- total charge = -1
- HOMO energy (alpha / beta) (eV) = -2.9 / -3.4
- orbital gap (alpha / beta) (eV) = 5.0 / 4.4
- strongest force on any atom (eV/Å) = 1.16
- energy relative to the best compared isomer or geometry (same formula, charge and spin) (kcal per mole) = 17.9
- 2S+1 = 3
- LUMO (alpha / beta) (eV) = 2.1 / 1.0

Atom charges from the Löwdin analysis, given in e for atoms 1 to 4: Ti 0.89; S 0.72; C -0.63; C -0.14


(5)
The following is a quantum chemistry calculation of one molecule with the formula C5H14N2, from the OMol25 dataset.

CARTESIAN COORDINATES (ANGSTROEM)
N  -0.601  -0.910  -1.384
C  -0.591  -0.133  -0.137
C  0.641  0.762  -0.091
C  2.002  0.042  -0.166
C  2.456  -0.495  1.189
C  -1.832  0.756  -0.143
N  -3.062  0.018  0.034
H  -1.400  -1.530  -1.411
H  0.235  -1.478  -1.457
H  -0.692  -0.810  0.719
H  0.657  1.420  0.775
H  0.571  1.391  -0.994
H  1.976  -0.795  -0.872
H  2.738  0.697  -0.601
H  1.838  -1.360  1.461
H  2.351  0.222  2.000
H  3.480  -0.871  1.150
H  -1.863  1.283  -1.094
H  -1.705  1.528  0.629
H  -3.802  0.297  -0.589
H  -3.396  -0.032  0.982

Forces on the atoms, in the same order (eV/Å):
0.36 0.17 -0.03
-0.49 -0.06 -0.27
0.64 -0.29 -1.04
-0.40 -0.32 0.35
-0.23 -0.70 -0.14
0.15 0.42 0.45
-0.13 -0.57 -0.31
-0.09 0.02 0.11
-0.17 -0.05 0.00
0.30 0.15 0.31
-0.24 0.02 0.15
-0.08 0.00 0.31
-0.14 0.04 0.02
0.33 0.50 0.07
0.03 0.15 0.03
0.15 0.22 -0.05
0.06 0.16 0.07
0.04 -0.01 -0.17
0.00 -0.05 0.00
-0.05 0.09 0.10
-0.01 0.11 0.04

Results
- total charge = 0
- HOMO energy (eV) = -8.9
- orbital gap (eV) = 10.1
- strongest force on any atom (eV/Å) = 1.25
- SMILES = CCC[C@H](N)CN
- energy relative to the best compared isomer or geometry (same formula, charge and spin) (kcal per mole) = 7.6
- 2S+1 = 1
- LUMO (eV) = 1.2

Atom charges from the Löwdin analysis, given in e for atoms 1 to 4: N 0.04; C -0.43; C -0.19; C -0.26


(6)
The following is a quantum chemistry calculation of an isolated ion of composition C9H9N2O2 and charge -1, from the OMol25 dataset.

CARTESIAN COORDINATES (ANGSTROEM)
C  0.269  -0.296  -1.371
C  1.511  -0.329  -0.865
C  0.453  -0.616  -2.794
C  -0.199  -0.781  -5.239
C  -0.966  -0.292  -0.559
C  1.806  0.097  0.540
C  -0.578  -0.076  0.997
C  0.591  0.885  1.045
C  -0.416  -1.057  -3.760
N  2.413  -0.514  -1.900
N  1.816  -0.616  -3.008
O  0.148  -1.479  -6.172
O  -0.730  0.422  -5.167
H  -1.502  0.561  -1.050
H  -1.604  -1.145  -0.554
H  2.031  -0.923  1.064
H  2.761  0.777  0.714
H  -1.571  0.191  1.547
H  -0.445  -1.147  1.273
H  0.624  1.129  2.052
H  0.533  1.845  0.472
H  -1.481  -1.297  -3.760

Forces on the atoms, in the same order (eV/Å):
-0.73 -2.80 -1.02
0.27 1.65 -0.27
-1.05 -0.20 1.45
-0.96 2.19 0.00
0.01 2.56 0.86
2.56 -0.49 0.94
-3.64 -0.33 -2.58
0.09 -1.35 -0.38
0.12 1.35 -1.42
1.66 0.57 0.86
-0.01 -0.80 -1.09
0.13 0.06 0.36
1.00 -2.41 -0.47
-0.43 -0.43 1.05
-0.34 -0.91 -0.72
-0.51 2.00 -0.01
-1.64 -1.52 -0.86
1.84 0.12 -0.76
0.95 0.97 0.46
0.96 0.82 2.10
-0.53 -1.00 0.16
0.25 -0.07 1.34

Results
- total charge = -1
- HOMO energy (eV) = -4.6
- orbital gap (eV) = 8.0
- strongest force on any atom (eV/Å) = 4.47
- SMILES = O=C([O-])/C=C1\N=NC2=C1CCCC2
- energy relative to the best compared isomer or geometry (same formula, charge and spin) (kcal per mole) = 3.4
- 2S+1 = 1
- LUMO (eV) = 3.3

Atom charges from the Löwdin analysis, given in e for atoms 1 to 4: C -0.17; C -0.30; C -0.26; C -0.68


(7)
The following is a quantum chemistry calculation of a 2-piece molecular cluster, C6H9NO3 overall, from the OMol25 dataset.

CARTESIAN COORDINATES (ANGSTROEM)
C  -0.706  -0.964  -0.478
C  0.147  -1.775  -0.211
C  -2.953  -2.180  2.221
C  -1.583  0.223  -0.529
C  -0.626  1.381  -1.034
C  1.366  -3.465  0.807
N  0.505  1.378  -0.123
O  -3.641  -2.536  1.370
O  -2.340  -1.867  3.105
O  1.106  -2.718  -0.348
H  -2.364  0.101  -1.273
H  -1.883  0.358  0.475
H  -0.355  1.158  -2.043
H  -1.329  2.206  -1.028
H  2.488  -3.499  0.978
H  1.110  -4.562  0.779
H  0.874  -2.991  1.648
H  0.622  2.387  0.152
H  1.452  1.081  -0.533

Forces on the atoms, in the same order (eV/Å):
-5.40 4.24 -4.79
6.39 -4.82 5.95
-2.09 -1.17 -2.25
2.53 -1.21 -1.52
-1.45 -2.09 0.87
1.76 -1.78 1.49
1.96 2.48 0.04
-0.58 -0.25 -1.20
2.72 1.43 3.43
-1.65 0.82 -2.51
-0.51 -0.10 0.25
-1.00 0.87 1.10
0.13 -0.09 -0.77
0.73 0.93 0.23
-1.20 0.47 -0.33
-0.33 1.21 -0.62
-0.06 0.05 0.21
0.31 -1.53 -0.03
-2.24 0.55 0.45

Results
- total charge = 0
- HOMO energy (alpha / beta) (eV) = -4.0 / -9.5
- orbital gap (alpha / beta) (eV) = 4.8 / 7.2
- strongest force on any atom (eV/Å) = 9.97
- energy relative to the best compared isomer or geometry (same formula, charge and spin) (kcal per mole) = 66.2
- 2S+1 = 3
- LUMO (alpha / beta) (eV) = 0.8 / -2.2

Atom charges from the Löwdin analysis, given in e for atoms 1 to 4: C 0.01; C -0.13; C -0.48; C -0.18


Question: What is the formula in the seventh record?
Answer: C6H9NO3